No. 1
Formula: C16H42N3O7
Source: OMol25
Level of theory: ωB97M-V/def2-TZVPD

## Properties
- HOMO (spin up / spin down) (eV) = -13.282 / -13.282
- energy above the lowest of the compared OMol25 structures with the same formula, charge and spin (kJ/mol) = 0.0
- charge = +2
- 2S+1 = 2
- orbital gap (spin up / spin down) (Ha) = 0.3292 / 0.1663
- LUMO energy (spin up / spin down) (eV) = -4.324 / -8.757

Last column: Löwdin charge in e.
CARTESIAN COORDINATES (ANGSTROEM)
C -1.1523 -3.1545 2.3741  -0.01
C -0.1832 -2.7849 3.5627  -0.27
C -0.3519 -3.8213 4.7065  -0.23
O 0.4359 -3.5770 5.7812  -0.19
C 0.3200 -4.2366 7.0384  -0.05
N 1.1589 -2.7073 2.9166  0.23
H 1.3557 -3.5252 2.3577  0.17
H 1.1869 -1.8664 2.3578  0.10
H 1.8575 -2.6826 3.6457  0.17
H -0.8669 -4.0643 1.8459  0.10
H -1.1522 -2.2635 1.7463  0.07
H -2.1380 -3.2617 2.8269  0.09
H -0.2740 -1.7700 3.9499  0.16
H -0.1288 -4.8507 4.4263  0.14
H -1.4210 -3.7808 4.9150  0.13
H -0.6803 -4.1325 7.4586  0.10
H 1.0319 -3.7309 7.6908  0.10
H 0.6539 -5.2741 7.0222  0.09
C -2.3923 2.4506 3.4634  -0.01
C -2.5400 1.9439 1.9903  -0.28
C -3.8610 2.0929 1.3481  -0.25
O -3.8940 1.3922 0.1566  -0.18
C -5.2292 1.1280 -0.3777  -0.04
N -1.4961 2.6907 1.1487  0.26
H -1.6906 3.6754 1.0367  0.17
H -0.5712 2.6377 1.5510  0.16
H -1.3098 2.4080 0.1971  0.12
H -1.3585 2.3933 3.8041  0.09
H -2.9289 1.8386 4.1883  0.10
H -2.7916 3.4645 3.4855  0.09
H -2.2857 0.8846 1.9522  0.15
H -4.0689 3.1575 1.2406  0.14
H -4.7740 1.7787 1.8539  0.14
H -5.1747 0.7225 -1.3880  0.09
H -5.8230 2.0340 -0.4992  0.10
H -5.7970 0.4034 0.2060  0.10
C 1.5703 0.6979 -4.4277  -0.02
C 2.8721 0.5251 -3.5615  -0.24
C 4.1175 0.0676 -4.3871  -0.18
O 5.2711 -0.2971 -3.6441  -0.19
C 6.4332 -0.4609 -4.4265  -0.09
N 3.1270 1.8466 -2.8147  0.23
H 2.4302 2.0386 -2.1092  0.11
H 4.0282 1.9022 -2.3622  0.17
H 3.0938 2.7481 -3.2689  0.16
H 1.5225 -0.0896 -5.1797  0.10
H 1.5967 1.6576 -4.9437  0.08
H 0.7399 0.7280 -3.7223  0.04
H 2.5842 -0.1785 -2.7804  0.13
H 4.3008 0.8379 -5.1361  0.14
H 3.8346 -0.8692 -4.8673  0.14
H 6.2179 -1.0511 -5.3172  0.09
H 7.2000 -0.9916 -3.8622  0.10
H 6.8309 0.5248 -4.6684  0.09
C -2.2418 1.7070 -3.7040  0.05
C -1.2715 2.9097 -3.2171  -0.58
O -0.8001 3.5835 -4.1214  0.32
O -1.2156 3.1387 -1.9702  0.00
H -2.7418 0.9610 -3.0863  0.09
H -1.8081 1.1897 -4.5598  0.08
H -3.1189 2.1942 -4.1300  0.09
C 0.0981 -0.3296 -1.2872  -0.01
C 1.1630 0.0359 -0.2280  -0.73
O 1.7894 1.1322 -0.3480  -0.10
O 1.4450 -0.6560 0.7704  -0.07
H -0.5200 0.5350 -1.5291  0.04
H -0.6935 -0.9414 -0.8544  0.07
H 0.4797 -0.7080 -2.2355  0.06


No. 2
Formula: C16H43BIN2O9P2S5
Source: OMol25
Level of theory: ωB97M-V/def2-TZVPD

## Properties
- HOMO (eV) = -10.270
- charge = +1
- orbital gap (Ha) = 0.2873
- LUMO energy (eV) = -2.453

Last column: Löwdin charge in e.
CARTESIAN COORDINATES (ANGSTROEM)
C 1.9948 1.9359 3.4828  -0.09
C 2.3590 1.9379 1.9490  -0.12
B 1.1167 2.2667 1.0310  -0.55
O 0.3962 3.4215 1.1779  0.17
N 0.7637 1.2441 -0.0432  0.11
C -0.0202 0.1847 0.0197  -0.26
C -0.7747 -0.2422 1.2505  0.05
N -0.0885 -0.4371 -1.1498  0.17
C 0.7169 0.2800 -2.0423  -0.51
P 1.0860 0.0675 -3.8160  0.88
P 2.2295 -1.7344 -4.1526  0.24
O 3.5624 -1.6967 -3.5490  -0.31
O 2.4181 -1.8034 -5.7703  -0.16
O 1.4046 -3.0757 -3.7725  -0.18
C 1.2536 1.3167 -1.3569  -0.68
I 2.5647 2.8168 -2.0021  1.03
H 1.0145 2.3965 3.6609  0.08
H 2.7601 2.5194 4.0064  0.06
H 2.0409 0.9183 3.8856  0.07
H 2.7086 0.9223 1.6895  0.10
H 3.1870 2.6297 1.7255  0.11
H 0.9427 4.1576 0.8598  0.13
H -0.9075 0.5756 1.9709  0.11
H -1.7549 -0.6358 0.9519  0.10
H -0.2208 -1.0547 1.7397  0.08
H -0.6172 -1.2634 -1.3909  0.18
H -0.1682 -0.1625 -4.4371  -0.05
H 2.2605 -0.9111 -6.1360  0.05
H 1.9324 -3.8466 -4.0400  0.09
C -1.5585 1.3914 -8.3777  -0.27
S 0.0495 2.0389 -7.9174  0.83
O 0.7842 0.9446 -7.2165  -0.59
C -0.5464 3.1725 -6.6527  -0.28
H -1.4186 0.6237 -9.1412  0.01
H -2.0443 0.9522 -7.5050  0.06
H -2.1694 2.1984 -8.7841  0.06
H -1.0953 2.6193 -5.8891  0.05
H -1.1908 3.9214 -7.1126  0.05
H 0.3137 3.6636 -6.1998  0.05
C 2.4590 -0.2290 7.2907  -0.26
S 2.3891 1.5306 7.6543  0.80
O 2.8612 2.2550 6.4383  -0.56
C 3.7401 1.5323 8.8372  -0.26
H 1.7098 -0.4504 6.5318  0.04
H 3.4491 -0.4896 6.9143  0.06
H 2.2366 -0.7932 8.1965  0.06
H 4.6481 1.1595 8.3620  0.06
H 3.4732 0.9078 9.6898  0.06
H 3.8978 2.5558 9.1722  0.05
C -4.4787 -0.4515 -11.6369  -0.27
S -3.1900 -1.5772 -11.0835  0.83
O -2.1652 -0.7604 -10.3727  -0.57
C -2.5401 -1.9421 -12.7186  -0.27
H -4.9946 -0.0658 -10.7593  0.05
H -4.0343 0.3751 -12.1920  0.06
H -5.1865 -0.9919 -12.2654  0.06
H -2.2200 -1.0197 -13.2037  0.06
H -3.3098 -2.4349 -13.3128  0.06
H -1.6875 -2.6088 -12.6050  0.05
C 0.5532 -4.7284 2.6820  -0.27
S -0.9202 -4.2330 1.7787  0.80
O -1.4428 -2.9919 2.4240  -0.57
C -1.9500 -5.5978 2.3280  -0.26
H 1.3270 -3.9818 2.5110  0.05
H 0.3304 -4.7856 3.7476  0.06
H 0.8954 -5.6957 2.3145  0.06
H -2.0118 -5.5981 3.4163  0.06
H -1.5265 -6.5371 1.9724  0.06
H -2.9448 -5.4660 1.9064  0.05
C -2.3288 0.8492 10.3951  -0.27
S -0.8084 1.5683 9.7567  0.78
O 0.3277 0.8348 10.3810  -0.57
C -0.9691 3.1403 10.6140  -0.27
H -2.4125 -0.1663 10.0124  0.05
H -2.2987 0.8271 11.4847  0.06
H -3.1799 1.4380 10.0521  0.05
H -1.0251 2.9709 11.6896  0.06
H -1.8650 3.6541 10.2648  0.05
H -0.0926 3.7438 10.3853  0.05